(1)
ORCA calculation (ωB97M-V with the def2-TZVPD basis set) on a 2-piece molecular cluster, C3H9N3O2 overall in a non-equilibrium geometry.

Structure (ORCA input):
```
! RIJCOSX wB97M-V def2-TZVPD def2/J DEFGRID3
* xyz 0 1
C 1.6607 1.4316 0.0552
C 0.9420 0.1541 0.5805
C 1.2837 -1.1809 -0.0746
N -0.0344 0.0531 1.3378
H 1.9697 2.0572 0.8969
H 2.5444 1.2012 -0.5017
H 0.9493 2.1898 -0.3568
H 1.0286 -1.9011 0.5872
H 2.3766 -1.2542 -0.2165
H 0.8364 -1.2920 -1.0832
H -0.4332 0.8921 1.7586
O -2.4370 -0.9240 0.3833
N -2.0834 0.3636 0.0004
N -1.7865 0.6384 -1.1107
O -1.8972 -0.3374 -2.0282
H -2.7837 -0.9314 1.3161
H -2.1360 -1.1599 -1.5443
*
```

Values from the calculation:
HOMO-LUMO gap   0.371 Ha
F_max   5.5 eV/Å
SMILES string   CC(C)=N.O/N=N\O
HOMO energy   -9.4 eV

Table of Löwdin atomic charges, one value per atom, all in e: C -0.0327; C -0.4592; C -0.0512; N 0.0911; H 0.0653; H 0.0540; H 0.0863; H 0.0272; H 0.0761; H 0.0878; H 0.0641; O -0.0550; N -0.1067; N -0.0561; O -0.0177; H 0.1352; H 0.0914



(2)
ORCA calculation (ωB97M-V with the def2-TZVPD basis set) on H5IOP2Sn as an isolated structure in a non-equilibrium geometry.

Structure (ORCA input):
```
! RIJCOSX wB97M-V def2-TZVPD def2/J DEFGRID3
* xyz 2 1
O -0.1801 -1.9050 1.2752
P 0.4981 -0.2935 1.3619
P 0.5125 0.3810 -0.7464
I -0.9154 1.2686 2.6287
H 0.5852 -2.4615 0.8901
H 1.5474 -0.6293 -0.9680
H -0.9145 0.0702 -0.8781
H 0.8567 1.7333 -0.3704
H 0.6016 0.6794 -2.1801
Sn -2.5913 1.1568 -1.0129
*
```

Values from the calculation:
HOMO-LUMO gap   0.193 Ha
F_max   4.2 eV/Å
HOMO energy   -16.6 eV

Table of Löwdin atomic charges, one value per atom, all in e: O -0.4183; P 0.3232; P 0.4012; I 0.5380; H 0.0962; H 0.0054; H -0.3282; H 0.0081; H -0.0097; Sn 1.3840



(3)
ORCA calculation (ωB97M-V with the def2-TZVPD basis set) on C5H7NO as an isolated structure.

Structure (ORCA input):
```
! RIJCOSX wB97M-V def2-TZVPD def2/J DEFGRID3
* xyz 0 1
C 1.1457 -1.3371 0.4804
C 0.3379 -0.0746 0.5750
C 0.5233 0.9444 1.5756
O -0.3275 1.9473 1.1604
C -0.8895 1.6600 -0.0498
C -0.5445 0.4260 -0.4707
N -0.9550 -0.3175 -1.5827
H 1.6873 -1.5070 1.4145
H 1.8869 -1.2403 -0.3207
H 0.5175 -2.2062 0.2612
H -0.2451 -0.1212 1.7213
H -1.5347 2.4196 -0.4708
H -0.1940 -0.8383 -2.0021
H -1.4081 0.2449 -2.2917
*
```

Values from the calculation:
HOMO-LUMO gap   0.343 Ha
F_max   0.4 eV/Å
HOMO energy   -8.6 eV

Table of Löwdin atomic charges, one value per atom, all in e: C -0.0457; C -0.3134; C -0.0592; O -0.0746; C -0.0669; C -0.2903; N 0.0975; H 0.0856; H 0.0888; H 0.0833; H 0.1898; H 0.1292; H 0.0851; H 0.0908



(4)
ORCA calculation (ωB97M-V with the def2-TZVPD basis set) on C4H9NO in the gas phase in a non-equilibrium geometry.

Structure (ORCA input):
```
! RIJCOSX wB97M-V def2-TZVPD def2/J DEFGRID3
* xyz 0 1
C -0.4878 1.7753 -0.5817
C -0.4705 0.5455 0.2771
O -1.1352 0.4820 1.2880
N 0.3249 -0.4806 -0.1578
C 0.1305 -1.8420 0.3602
C 1.3746 -0.2965 -1.1199
H -0.4231 2.6205 0.0721
H -1.4497 1.8896 -1.0480
H 0.3035 1.8736 -1.3162
H -0.5485 -1.7943 1.1862
H -0.1774 -2.4732 -0.4584
H 1.1107 -2.2001 0.6785
H 2.1000 -1.1182 -1.0649
H 2.0171 0.5687 -0.9669
H 1.0501 -0.2926 -2.1601
*
```

Values from the calculation:
HOMO-LUMO gap   0.367 Ha
F_max   1.7 eV/Å
SMILES string   CC(=O)N(C)C
HOMO energy   -9.1 eV

Table of Löwdin atomic charges, one value per atom, all in e: C 0.0038; C -0.5213; O 0.0511; N -0.1586; C -0.0239; C -0.0900; H 0.0796; H 0.0864; H 0.0617; H 0.0768; H 0.0844; H 0.0848; H 0.0870; H 0.0885; H 0.0897



Among the records above, which one has the lowest HOMO energy? H5IOP2Sn



Look up the F_max of the third one. 0.4 eV/Å



Look up the HOMO energy of the fourth one. -9.1 eV